one.
This record from OMol25 describes an isolated ion of composition C3H4NS and charge +1. The level of theory is ωB97M-V/def2-TZVPD.

- net charge = +1
- Kohn-Sham gap (spin up / spin down) (eV) = 7.29 / 7.95
- lowest unoccupied orbital energy (spin up / spin down) (eV) = -6.63 / -6.87

Cartesian coordinates (Å):
C (-0.03, -1.31, -0.14)
C (1.26, -1.00, 0.09)
C (0.05, 1.06, -0.07)
N (-0.62, -0.19, 0.15)
S (1.81, 0.54, -0.01)
H (-0.50, -2.27, -0.26)
H (-0.34, 1.56, -0.96)
H (-0.03, 1.74, 0.78)
H (-1.60, -0.13, 0.42)


two.
This record from OMol25 describes C3H4NS as an isolated structure. The level of theory is ωB97M-V/def2-TZVPD.

- net charge = +1
- Kohn-Sham gap (eV) = 8.33
- lowest unoccupied orbital energy (eV) = -6.93

Cartesian coordinates (Å):
C (0.77, 1.32, 0.10)
C (2.42, 1.15, -0.06)
C (0.49, -0.88, -0.04)
N (-0.27, 0.38, 0.02)
S (2.39, -0.47, 0.00)
H (0.23, 2.24, 0.04)
H (0.41, -1.74, 0.67)
H (0.45, -1.41, -0.97)
H (-1.22, 0.55, -0.07)


one ends up most stable, edging out the next structure by 26.4 kcal/mol.


one.
This record from OMol25 describes an isolated ion of composition C3H5O4S and charge -1. The level of theory is ωB97M-V/def2-TZVPD.

- net charge = -1
- Kohn-Sham gap (eV) = 7.71
- structure (SMILES) = C[C@@](O)(OS)C(=O)[O-]
- lowest unoccupied orbital energy (eV) = 3.29

Cartesian coordinates (Å):
C (-0.49, -1.15, -0.73)
C (0.08, 1.46, -0.51)
C (0.34, 0.13, 0.07)
O (-1.70, -1.08, -0.74)
O (0.30, -1.95, -1.25)
O (1.80, -0.22, -0.16)
O (0.08, 0.23, 1.46)
S (-0.47, -1.13, 2.31)
H (-0.82, 1.90, 0.00)
H (0.00, 1.44, -1.65)
H (0.99, 2.09, -0.30)
H (1.65, -1.07, -0.73)
H (-1.77, -0.65, 2.23)


two.
This record from OMol25 describes an isolated ion of composition C3H5O4S and charge -1. The level of theory is ωB97M-V/def2-TZVPD.

- net charge = -1
- Kohn-Sham gap (eV) = 8.80
- structure (SMILES) = O=S(=O)([O-])C1(O)CC1
- lowest unoccupied orbital energy (eV) = 4.00

Cartesian coordinates (Å):
C (-1.26, -0.18, 0.83)
C (0.16, -0.48, 1.48)
C (-0.08, 0.50, 0.35)
O (1.52, -1.40, -1.22)
O (-0.50, -0.82, -2.38)
O (1.29, 0.85, -2.07)
O (0.10, 1.81, 0.09)
S (0.57, -0.35, -1.52)
H (-1.55, -0.79, 0.00)
H (-1.94, 0.39, 1.46)
H (0.39, -0.01, 2.43)
H (0.62, -1.42, 1.25)
H (0.67, 1.90, -0.70)


one ends up most stable, edging out the next structure by 21.9 kcal/mol.


one.
This record from OMol25 describes one molecule with the formula Br3H2PSi. The level of theory is ωB97M-V/def2-TZVPD.

- Kohn-Sham gap (eV) = 8.91
- structure (SMILES) = P[Si](Br)(Br)Br
- lowest unoccupied orbital energy (eV) = -0.74

Cartesian coordinates (Å):
Si (0.71, -0.06, 0.36)
P (-1.93, -0.24, -0.05)
Br (1.17, 0.82, 2.33)
Br (2.03, -1.82, 0.38)
Br (1.25, 1.29, -1.30)
H (-1.51, -0.97, -1.12)
H (-1.73, 0.97, -0.61)


two.
This record from OMol25 describes a 2-piece molecular cluster, Br3H2PSi overall. The level of theory is ωB97M-V/def2-TZVPD.

- Kohn-Sham gap (spin up / spin down) (eV) = 7.11 / 7.08
- lowest unoccupied orbital energy (spin up / spin down) (eV) = -1.56 / -2.16

Cartesian coordinates (Å):
Si (0.17, -1.56, 0.51)
P (0.01, 2.36, -0.55)
Br (-1.65, -2.60, 1.32)
Br (1.25, -2.81, -0.92)
Br (1.56, -1.20, 2.22)
H (-1.21, 3.05, -0.61)
H (-0.12, 2.75, -1.97)


one ends up most stable, edging out the next structure by 52.3 kcal/mol.


one.
This record from OMol25 describes an isolated ion of composition H2NO2S and charge -1. The level of theory is ωB97M-V/def2-TZVPD.

- net charge = -1
- Kohn-Sham gap (eV) = 7.87
- structure (SMILES) = N=[S@H](=O)[O-]
- lowest unoccupied orbital energy (eV) = 4.35

Cartesian coordinates (Å):
N (-0.76, -0.44, 1.05)
O (0.42, -2.28, -0.88)
O (1.92, -0.58, -0.01)
S (0.53, -0.96, -0.25)
H (-0.38, 0.58, 1.13)
H (-0.11, -0.13, -1.42)


two.
This record from OMol25 describes H2NO2S as an isolated structure. The level of theory is ωB97M-V/def2-TZVPD.

- net charge = -1
- Kohn-Sham gap (eV) = 7.15
- lowest unoccupied orbital energy (eV) = 4.26

Cartesian coordinates (Å):
N (0.78, 0.63, -0.14)
O (0.90, -0.70, 0.35)
O (-0.52, 1.01, 0.42)
S (-1.60, -0.32, 0.09)
H (0.48, 0.45, -1.04)
H (-0.05, -1.07, 0.32)


one ends up most stable, edging out the next structure by 29.3 kcal/mol.


one.
This record from OMol25 describes one molecule with the formula C5H4S. The level of theory is ωB97M-V/def2-TZVPD.

- Kohn-Sham gap (eV) = 8.15
- lowest unoccupied orbital energy (eV) = -0.09

Cartesian coordinates (Å):
C (-0.34, 1.61, 0.00)
C (-2.20, 0.58, 0.42)
C (0.70, -0.09, 0.64)
C (0.30, 0.60, -0.70)
C (-0.05, -0.85, -0.38)
S (-1.93, -0.88, -0.14)
H (1.75, -0.26, 0.84)
H (0.15, 0.10, 1.49)
H (1.07, 0.98, -1.31)
H (0.57, -1.79, -0.86)


two.
This record from OMol25 describes one molecule with the formula C5H4S. The level of theory is ωB97M-V/def2-TZVPD.

- Kohn-Sham gap (eV) = 9.41
- structure (SMILES) = C#CC#CCS
- lowest unoccupied orbital energy (eV) = 0.18

Cartesian coordinates (Å):
C (-1.23, 0.89, -0.03)
C (0.17, 0.46, 0.24)
C (1.25, -0.04, -0.05)
C (2.60, -0.24, -0.11)
C (3.85, -0.21, -0.08)
H (-1.97, -1.27, 0.93)
H (-1.42, 1.57, 0.87)
H (-1.48, 1.40, -0.99)
H (5.04, -0.05, 0.45)
S (-2.50, -0.43, -0.07)


three.
This record from OMol25 describes a 2-piece molecular cluster, C5H4S overall. The level of theory is ωB97M-V/def2-TZVPD.

- Kohn-Sham gap (spin up / spin down) (eV) = 8.16 / 7.86
- lowest unoccupied orbital energy (spin up / spin down) (eV) = -0.83 / -0.69

Cartesian coordinates (Å):
C (-0.19, 1.23, 0.42)
C (0.78, 1.73, -0.28)
C (-0.77, -0.02, 0.99)
C (0.83, 0.31, -0.70)
C (0.01, -0.78, -0.08)
S (1.84, -0.84, 0.11)
H (-0.57, -0.39, 1.99)
H (-1.85, 0.03, 0.81)
H (0.41, 0.41, -2.61)
H (-0.48, -1.67, -0.67)


two ends up most stable, edging out the next structure by 85.8 kcal/mol.


one.
This record from OMol25 describes one molecule with the formula C5H4S. The level of theory is ωB97M-V/def2-TZVPD.

- Kohn-Sham gap (eV) = 8.05
- structure (SMILES) = C#CC(=S)C=C
- lowest unoccupied orbital energy (eV) = -0.97

Cartesian coordinates (Å):
C (1.61, -1.52, -0.12)
C (0.35, -1.37, 0.15)
C (-0.31, -0.02, 0.06)
C (0.65, 1.05, 0.04)
C (1.57, 1.89, 0.06)
H (2.11, -2.48, -0.13)
H (2.28, -0.61, -0.20)
H (-0.28, -2.25, 0.27)
H (2.27, 2.68, -0.19)
S (-1.85, 0.15, -0.05)


two.
This record from OMol25 describes one molecule with the formula C5H4S. The level of theory is ωB97M-V/def2-TZVPD.

- Kohn-Sham gap (eV) = 7.20
- lowest unoccupied orbital energy (eV) = -1.50

Cartesian coordinates (Å):
C (1.60, 0.56, 0.15)
C (1.26, -0.81, 0.33)
C (0.16, 1.17, 0.20)
C (0.56, -1.75, 0.07)
C (-0.85, 0.26, -0.43)
S (-2.35, -0.27, 0.08)
H (-0.02, 1.35, 1.30)
H (0.07, 2.10, -0.24)
H (0.29, -2.72, 0.04)
H (-0.72, 0.10, -1.49)


one ends up most stable, edging out the next structure by 84.5 kcal/mol.


one.
This record from OMol25 describes a 2-piece molecular cluster, C3H11N3O2 overall. The level of theory is ωB97M-V/def2-TZVPD.

- Kohn-Sham gap (eV) = 9.64
- structure (SMILES) = NCCNC(N)=O.O
- lowest unoccupied orbital energy (eV) = 0.49

Cartesian coordinates (Å):
C (0.48, -0.22, 0.22)
N (0.59, 0.97, 1.05)
C (0.31, 2.28, 0.66)
N (0.61, 2.82, -0.63)
O (-0.33, 2.99, 1.42)
C (0.25, 0.00, -1.26)
N (0.28, -1.22, -2.07)
H (-0.34, -0.89, 0.51)
H (1.34, -0.90, 0.61)
H (0.36, 0.77, 2.11)
H (1.04, 3.76, -0.61)
H (1.00, 2.23, -1.29)
H (-0.73, 0.32, -1.32)
H (0.89, 0.77, -1.77)
H (-0.44, -1.86, -2.01)
H (1.28, -1.60, -1.96)
H (-1.69, -2.88, 2.22)
H (-2.49, -4.10, 2.28)
O (-2.42, -3.23, 1.86)


two.
This record from OMol25 describes a 2-piece molecular cluster, C3H11N3O2 overall. The level of theory is ωB97M-V/def2-TZVPD.

- Kohn-Sham gap (eV) = 8.87
- structure (SMILES) = NC(N)=NO.CCO
- lowest unoccupied orbital energy (eV) = 0.91

Cartesian coordinates (Å):
C (2.37, -0.55, -0.18)
C (1.90, 0.85, -0.31)
O (1.48, -1.42, 0.73)
H (1.33, -0.91, 1.54)
H (2.32, -1.11, -1.12)
H (3.37, -0.63, 0.25)
H (0.69, 0.91, -0.17)
H (2.25, 1.47, 0.51)
H (2.17, 1.29, -1.27)
C (-1.67, -0.21, 0.00)
N (-1.18, -1.47, 0.08)
N (-2.97, -0.04, -0.37)
O (-1.59, 2.04, 0.40)
N (-0.91, 0.77, 0.40)
H (-1.09, 2.54, 1.06)
H (-1.59, -2.15, -0.53)
H (-0.16, -1.56, 0.34)
H (-3.28, 0.92, -0.45)
H (-3.44, -0.74, -0.91)


one ends up most stable, edging out the next structure by 20.9 kcal/mol.


one.
This record from OMol25 describes a 2-piece molecular cluster, C4H12S2 overall. The level of theory is ωB97M-V/def2-TZVPD.

- net charge = -1
- Kohn-Sham gap (spin up / spin down) (eV) = 4.10 / 6.52
- lowest unoccupied orbital energy (spin up / spin down) (eV) = 3.56 / 3.53
- multiplicity = 2

Cartesian coordinates (Å):
C (0.22, -3.01, -4.02)
S (0.31, -1.34, -3.21)
S (0.45, -1.60, -0.99)
H (0.42, -2.84, -5.08)
H (-0.77, -3.45, -3.92)
H (0.96, -3.63, -3.53)
H (1.45, -0.88, -0.34)
C (-0.74, 2.66, 1.58)
C (-0.15, 1.28, 1.34)
C (0.04, 0.54, 2.69)
H (-0.91, 3.17, 0.64)
H (-0.05, 3.32, 2.12)
H (-1.57, 2.69, 2.29)
H (0.84, 1.33, 0.90)
H (-0.82, 0.72, 0.69)
H (-0.96, 0.33, 3.08)
H (0.55, -0.39, 2.43)
H (0.72, 1.07, 3.34)


two.
This record from OMol25 describes a 2-piece molecular cluster, C4H12S2 overall. The level of theory is ωB97M-V/def2-TZVPD.

- net charge = -1
- Kohn-Sham gap (spin up / spin down) (eV) = 3.59 / 7.24
- lowest unoccupied orbital energy (spin up / spin down) (eV) = 3.72 / 3.72
- multiplicity = 2

Cartesian coordinates (Å):
C (-1.09, -2.39, 1.01)
S (-2.11, -2.33, -0.51)
S (-2.74, -0.25, -0.54)
H (-0.84, -1.38, 1.33)
H (-0.21, -2.99, 0.81)
H (-1.69, -2.80, 1.82)
H (-3.38, -0.24, 0.64)
C (0.84, 2.14, 0.35)
C (1.71, 1.22, -0.50)
C (0.94, 0.05, -1.11)
H (0.07, 2.65, -0.23)
H (1.47, 2.88, 0.84)
H (0.26, 1.55, 1.06)
H (2.55, 0.85, 0.09)
H (2.14, 1.77, -1.35)
H (1.53, -0.55, -1.79)
H (0.52, -0.58, -0.32)
H (0.03, 0.39, -1.61)


two ends up most stable, edging out the next structure by 4.0 kcal/mol.